Entry 1:
ORCA calculation (wB97M-V/def2-TZVPD) on 2 unconnected molecules or ions with the total composition C2H14N6 at a distorted geometry.

Positions of all 22 atoms, in Å:
C: -1.14 1.56 -1.71
C: -0.54 0.79 -0.53
N: 0.92 0.83 -0.34
N: 1.56 1.85 -1.07
N: 1.52 -0.41 -0.63
H: -0.73 1.21 -2.66
H: -2.22 1.41 -1.73
H: -0.96 2.64 -1.62
H: -0.90 -0.25 -0.61
H: -1.00 1.19 0.39
H: 2.50 2.01 -0.74
H: 1.62 1.63 -2.06
H: 2.50 -0.41 -0.34
H: 1.50 -0.62 -1.63
N: -0.18 -1.04 2.74
N: -0.12 -1.96 1.67
N: -1.45 -2.29 1.36
H: 0.77 -0.80 3.05
H: -0.58 -0.16 2.41
H: 0.39 -1.57 0.85
H: -1.97 -2.38 2.24
H: -1.50 -3.22 0.94

The spin multiplicity is 1. Its energy above the lowest of the compared OMol25 structures with the same formula, charge and spin is 382.07 kJ/mol. The calculation puts the HOMO energy at -0.270 Ha. The value obtained for the frontier orbital gap is 8.2 eV. As for the net charge: 0. The value obtained for the LUMO energy is 0.86 eV. The total energy comes out at -412.97976 hartree.

***

Entry 2:
ORCA calculation (wB97M-V/def2-TZVPD) on a gas-phase ion, C3H7N2O (charge +1) at a distorted geometry.

Positions of all 13 atoms, in Å:
C: -1.16 -1.39 0.08
N: -0.53 -0.37 -0.10
C: -0.67 1.08 0.18
N: 0.75 1.27 0.10
C: 0.91 -0.03 -0.53
O: 1.66 -0.86 0.24
H: -0.78 -2.35 -0.26
H: -2.21 -1.22 0.42
H: -1.05 1.17 1.25
H: -1.22 1.39 -0.70
H: 1.17 2.12 -0.27
H: 1.11 -0.18 -1.58
H: 2.03 -0.65 1.17

The spin multiplicity is 1. Its energy above the lowest of the compared OMol25 structures with the same formula, charge and spin is 318.81 kJ/mol. The calculation puts the HOMO energy at -0.547 Ha. The value obtained for the frontier orbital gap is 10.3 eV. As for the net charge: +1. The value obtained for the LUMO energy is -4.61 eV. The total energy comes out at -302.91859 hartree.

***

Entry 3:
ORCA calculation (wB97M-V/def2-TZVPD) on C5H8O in the gas phase at a distorted geometry.

Positions of all 14 atoms, in Å:
C: -0.79 -1.20 -0.44
C: -0.23 0.06 0.27
C: -0.15 0.01 1.72
O: 0.51 0.74 2.42
C: 1.15 0.35 -0.38
C: -0.14 1.25 -0.64
H: -0.36 -1.27 -1.46
H: -1.95 -1.11 -0.35
H: -0.36 -2.18 0.04
H: -0.68 -0.93 1.98
H: 1.52 -0.12 -1.29
H: 1.96 0.86 0.13
H: -0.06 2.28 -0.31
H: -0.42 1.27 -1.67

The spin multiplicity is 1. Its energy above the lowest of the compared OMol25 structures with the same formula, charge and spin is 221.34 kJ/mol. The calculation puts the HOMO energy at -0.358 Ha. The value obtained for the frontier orbital gap is 10.7 eV. As for the net charge: 0. The value obtained for the LUMO energy is 0.94 eV. The total energy comes out at -270.47359 hartree.

***

Entry 4:
ORCA calculation (wB97M-V/def2-TZVPD) on a molecular structure, C3H3Br3 at a distorted geometry.

Positions of all 9 atoms, in Å:
C: 0.48 -1.29 0.76
C: 1.33 -0.70 -0.03
C: -0.73 1.20 -0.54
Br: -1.06 1.26 -2.41
Br: -2.31 0.44 0.37
Br: -0.21 2.99 -0.01
H: 0.92 -1.94 1.55
H: -0.59 -1.26 0.92
H: 2.17 -0.71 -0.61

The spin multiplicity is 1. Its energy above the lowest of the compared OMol25 structures with the same formula, charge and spin is 484.28 kJ/mol. The calculation puts the HOMO energy (alpha / beta) at -0.328 / -0.308 Ha. The value obtained for the frontier orbital gap (alpha / beta) is 8.7 / 6.8 eV. As for the net charge: 0. The value obtained for the LUMO energy (alpha / beta) is -0.22 / -1.55 eV. The total energy comes out at -7837.94563 hartree.

***

Entry 5:
ORCA calculation (wB97M-V/def2-TZVPD) on C3H6ClFN2 in the gas phase at a distorted geometry.

Positions of all 13 atoms, in Å:
H: -1.70 1.14 -1.62
N: -1.17 0.31 -1.39
C: -0.76 0.35 -0.15
N: -0.85 1.40 0.65
C: -0.07 -0.86 0.40
F: 0.19 -0.70 1.76
C: 1.27 -1.05 -0.33
Cl: 2.34 0.35 0.00
H: -1.01 2.31 0.24
H: -0.44 1.48 1.57
H: -0.63 -1.77 0.33
H: 1.82 -1.92 -0.03
H: 1.01 -1.04 -1.42

The spin multiplicity is 1. Its energy above the lowest of the compared OMol25 structures with the same formula, charge and spin is 5.92 kJ/mol. The calculation puts the HOMO energy at -0.343 Ha. The value obtained for the frontier orbital gap is 10.2 eV. As for the net charge: 0. The value obtained for the LUMO energy is 0.84 eV. The total energy comes out at -787.48124 hartree.

***

Entry 6:
ORCA calculation (wB97M-V/def2-TZVPD) on a gas-phase ion, C19H28BrClNOS (charge +1) at a distorted geometry.

Positions of all 52 atoms, in Å:
C: 5.74 0.26 2.04
C: 4.72 0.03 1.39
C: 3.33 -0.13 0.62
C: 3.12 1.34 0.06
C: 1.86 1.54 -0.89
C: 1.16 2.99 -0.75
C: -0.39 2.72 -0.52
C: -1.18 2.28 -1.83
C: -2.76 2.47 -1.56
C: -3.56 1.09 -1.63
C: -3.33 0.34 -0.24
C: -3.89 -1.16 -0.23
C: -3.47 -1.81 1.15
O: -4.13 -3.08 1.40
C: -4.23 -3.17 2.85
C: 2.41 -0.67 1.81
Cl: 0.64 -0.16 1.82
C: 2.26 -2.24 1.50
N: 2.89 -2.46 0.39
Br: 2.99 -4.12 -0.48
C: 3.64 -1.34 -0.36
S: 5.39 -1.98 -0.47
C: 3.03 -1.39 -1.78
C: 2.43 -1.36 -2.85
H: 6.58 0.83 2.52
H: 4.10 1.70 -0.39
H: 2.95 2.01 0.97
H: 1.11 0.69 -0.85
H: 2.26 1.51 -1.96
H: 1.38 3.59 -1.68
H: 1.64 3.50 0.13
H: -0.52 1.90 0.25
H: -0.84 3.70 -0.13
H: -0.93 1.20 -2.04
H: -0.92 2.95 -2.70
H: -3.22 3.27 -2.22
H: -2.89 2.85 -0.49
H: -3.19 0.40 -2.45
H: -4.67 1.28 -1.74
H: -3.87 0.89 0.60
H: -2.21 0.27 0.01
H: -3.43 -1.67 -1.14
H: -5.01 -1.11 -0.35
H: -2.33 -1.90 1.16
H: -3.80 -1.11 1.98
H: -3.26 -2.79 3.31
H: -5.14 -2.57 3.15
H: -4.32 -4.26 3.18
H: 2.86 -0.45 2.83
H: 1.69 -2.94 2.16
H: 5.49 -2.45 -1.77
H: 1.81 -1.26 -3.77

The spin multiplicity is 1. The calculation puts the HOMO energy at -0.430 Ha. The value obtained for the frontier orbital gap is 7.0 eV. As for the net charge: +1. The value obtained for the LUMO energy is -4.68 eV. The total energy comes out at -4302.57662 hartree.

***

- Which formula does entry 5 have?
  C3H6ClFN2